<w>
The following is a DFT calculation (ωB97M-V/def2-TZVPD) of 2 unconnected molecules or ions with the total composition C2H8N4O.

Cartesian coordinates (Å):
1 C 1.4158 1.0212 -0.7692
2 C 1.0471 0.0862 0.3288
3 N 2.5502 0.9470 -1.3038
4 N 0.8873 -0.6679 1.1811
5 N 0.3335 1.7406 -1.0871
6 N -1.0693 -2.1571 1.0780
7 O -1.7191 -0.7579 1.2474
8 H 3.3742 0.5826 -0.7938
9 H 2.8733 1.5492 -2.0655
10 H -0.3903 -2.3652 0.3981
11 H -1.9544 -2.7787 0.7906
12 H -0.5698 1.6961 -0.5598
13 H 0.4727 2.5800 -1.6072
14 H -0.4308 -2.3336 1.8505
15 H -2.2967 -0.7903 2.0687

Total charge = +2
Kohn-Sham gap = 11.51 eV
E_LUMO = -8.774 eV

<x>
The following is a DFT calculation (ωB97M-V/def2-TZVPD) of 2 unconnected molecules or ions with the total composition C2H8N4O.

Cartesian coordinates (Å):
1 C -0.3612 0.7914 -1.3547
2 C -1.3955 2.7031 -2.6708
3 N -0.9514 1.6239 -2.0769
4 N 0.2116 0.0492 -0.6372
5 N 1.2710 -1.9839 1.3040
6 N 0.5579 -2.2570 2.5611
7 O -1.3776 3.7871 -1.9538
8 H 0.8379 -0.7357 -0.7626
9 H -1.8389 2.4957 -3.6242
10 H 2.0441 -1.3699 1.5739
11 H 1.8066 -2.8655 1.1837
12 H -0.4150 -2.2484 2.3601
13 H 0.7921 -1.3751 3.1776
14 H 0.7124 -3.1555 3.1434
15 H -1.8940 4.5406 -2.2238

Total charge = +2
Kohn-Sham gap = 10.47 eV
E_LUMO = -8.213 eV

<y>
The following is a DFT calculation (ωB97M-V/def2-TZVPD) of a gas-phase ion, C2H8N4O (charge +2).

Cartesian coordinates (Å):
1 C -3.0296 0.0357 -0.6430
2 N -1.8694 -0.2816 -0.4131
3 C -0.8031 -0.9213 -0.3540
4 N 0.3793 -0.6015 0.0958
5 O 1.5936 -1.2360 -0.0910
6 N 0.7559 1.0826 0.3469
7 N 2.1805 1.0852 0.6164
8 H -3.3913 0.4584 -1.4808
9 H -3.8455 -0.1204 0.1351
10 H -0.8795 -1.8030 -0.9567
11 H 1.3472 -2.1110 -0.4171
12 H 0.1618 1.2779 1.1003
13 H 2.4368 0.0073 0.8609
14 H 2.3095 1.7003 1.4427
15 H 2.6538 1.4275 -0.2425

Structure (SMILES) = C=N/C=[N+](/O)N[NH3+]
Total charge = +2
Kohn-Sham gap = 9.40 eV
E_LUMO = -9.176 eV

Which structure loses on stability? <y> does.

<w>
The following is a DFT calculation (ωB97M-V/def2-TZVPD) of 2 unconnected molecules or ions with the total composition C2H8N4O.

Cartesian coordinates (Å):
1 C -0.9082 1.0092 -0.9878
2 C 1.1269 -1.0182 0.4899
3 N 1.5127 -1.7689 -1.7080
4 N 1.5140 -1.4510 -0.6256
5 N -1.1337 2.4838 -0.5767
6 N 0.5213 -1.9455 1.4505
7 O -0.8883 0.0542 -0.2466
8 H -0.6601 0.9428 -2.1183
9 H 1.6296 -0.0934 0.8778
10 H -1.2732 3.0287 -1.4758
11 H -0.4147 2.7806 0.0985
12 H -2.0506 2.5223 0.0032
13 H 1.1529 -2.7629 1.6601
14 H -0.3113 -2.3325 0.9276
15 H 0.1827 -1.4492 2.2312

Total charge = +2
Kohn-Sham gap = 8.37 eV
E_LUMO = -8.608 eV

<x>
The following is a DFT calculation (ωB97M-V/def2-TZVPD) of 2 unconnected molecules or ions with the total composition C2H8N4O.

Cartesian coordinates (Å):
1 C 1.5521 0.7641 0.1129
2 C 3.3255 -0.9772 -0.1599
3 N 2.4345 -0.1038 -0.0907
4 N 0.2333 0.3725 0.0882
5 N -0.6280 1.3367 0.2161
6 N -1.8630 1.0549 0.1541
7 O -2.8048 -1.4888 -0.2156
8 H 1.8178 1.8750 -0.0115
9 H 3.7165 -1.0606 -1.2260
10 H 3.5826 -1.5039 0.7641
11 H -0.2132 2.2645 0.3501
12 H -2.1837 -1.9143 0.3648
13 H -2.4761 1.7710 -0.1241
14 H -2.6722 -0.5583 0.0387
15 H -3.8211 -1.8319 -0.2613

Total charge = +2
Kohn-Sham gap = 8.72 eV
E_LUMO = -9.354 eV

Which structure loses on stability? <x> does.